Formula: C11H23N2O4P2Yb
Source: the OMol25 dataset
Level of theory: the ωB97M-V functional and the def2-TZVPD basis

Summary:
* orbital gap (spin up / spin down): 8.1 / 6.3 eV
* total charge: +2
* multiplicity: 2
* lowest unoccupied orbital energy (spin up / spin down): -0.264 / -0.329 hartree
* HOMO level (spin up / spin down): -15.311 / -15.311 eV
* largest force on an atom: 0.0639 hartree/bohr

Structure (XYZ):
```
43
Properties=species:S:1:pos:R:3:forces:R:3
Yb -0.1485 1.8837 0.6536 0.7 -1.0 -0.2
P 2.7379 -0.0169 0.8753 -0.1 -0.4 0.3
C 1.8316 -1.5045 1.5016 0.3 0.6 0.5
C 0.3411 -1.6014 1.1985 0.4 0.0 0.5
N -0.3857 -0.5420 0.7648 0.1 0.4 -0.7
C -1.6762 -0.7499 0.3992 -1.0 -0.5 0.6
C -2.3440 -1.9396 0.7035 0.3 0.5 -0.1
C -1.6168 -2.9878 1.2532 -0.1 -0.1 -0.2
C -0.2604 -2.8255 1.4624 0.2 -0.1 -0.5
C -2.5065 0.3827 -0.2026 -0.1 -0.2 0.7
P -1.8322 1.3519 -1.6306 -0.9 -0.3 -0.1
H 0.3733 -3.6545 1.7674 -0.2 0.2 0.1
H -3.4235 -2.0068 0.5657 0.4 -0.1 -0.2
H -2.1001 -3.9385 1.4544 0.0 0.1 0.1
H -3.4555 -0.0346 -0.5800 0.3 0.2 0.4
H -2.7742 1.0779 0.6263 -0.2 -0.1 -0.3
H 2.3750 -2.3416 1.0613 -0.3 -0.2 0.0
H 1.9808 -1.5888 2.5954 -0.1 -0.1 -0.4
H 0.5869 -2.8738 -3.2122 0.0 -0.1 -0.2
O 1.0341 -2.2145 -3.7553 0.5 -0.1 0.4
H 1.9593 -2.5219 -3.7576 -0.5 0.2 -0.2
H 2.3808 0.8796 -1.2830 -0.8 0.6 0.5
O 1.6945 1.5963 -1.2277 0.0 0.9 -0.5
H 1.9685 2.3051 -1.8518 -0.3 -0.6 0.3
C -1.8563 0.0674 -2.9333 1.0 0.0 -0.2
H -2.8336 -0.4291 -2.9934 0.2 0.3 0.2
H -1.6397 0.5564 -3.8939 -0.1 -0.2 0.2
H -1.0698 -0.6778 -2.7529 -0.2 0.2 -0.2
C -3.3621 2.2607 -2.0785 0.2 0.6 0.2
H -3.1021 2.9956 -2.8522 -0.2 -0.1 0.2
H -4.1368 1.5859 -2.4706 0.3 0.1 0.2
H -3.7527 2.8000 -1.2043 0.1 -0.1 -0.3
C 2.2814 1.2290 2.1762 0.0 0.4 -0.2
H 2.9525 1.1615 3.0421 -0.3 0.1 -0.1
H 2.4137 2.2509 1.7683 0.0 -0.1 0.2
H 1.2625 1.1200 2.5961 0.2 -0.1 0.0
C 4.5198 -0.3485 1.1820 0.1 -0.3 -0.1
H 5.0639 0.5926 1.3619 -0.3 -0.3 -0.3
H 4.7544 -1.0260 2.0107 -0.3 0.1 0.0
H 4.8916 -0.8202 0.2558 0.0 0.3 0.4
O -1.1616 4.5980 2.6696 0.6 -3.0 -1.3
N -0.8740 3.5627 2.0952 -0.4 2.4 0.9
O -1.0913 2.3864 2.6393 0.4 0.0 -1.0
```
Positions in Å, forces in eV/Å.